# 1
Here is 7 unconnected molecules or ions with the total composition FH12O6 from the Open Molecules 2025 dataset. Energies are from the ωB97M-V functional and the def2-TZVPD basis.

Values from the calculation:
Orbital gap ... 0.4043 hartree
Total charge ... -1
Energy ... -558.618138 a.u.
Lowest unoccupied orbital energy ... 3.77 eV
M ... 127.088 g/mol

Structure (XYZ):
```
19
FH12O6 | the Open Molecules 2025 dataset | the ωB97M-V functional and the def2-TZVPD basis
F 0.146 0.363 0.275
O -2.157 0.640 1.930
H -2.046 1.537 2.253
H -1.404 0.514 1.317
O 1.323 -1.141 -1.831
H 1.652 -1.964 -1.458
H 0.919 -0.668 -1.067
O 1.931 2.009 -1.098
H 1.335 1.452 -0.542
H 1.333 2.468 -1.694
O 2.085 -0.548 2.149
H 2.457 -1.313 1.702
H 1.332 -0.282 1.585
O -1.232 -2.160 0.170
H -2.016 -2.086 0.724
H -0.869 -1.251 0.150
O -1.950 0.972 -1.424
H -1.235 0.630 -0.829
H -1.606 0.830 -2.311
```

Just the natural (NBO) charges please, in e? Sure, here they are: number 1, F, carries -0.885; number 2, O, carries -0.979; number 3, H, carries 0.458; number 4, H, carries 0.502; number 5, O, carries -0.974; number 6, H, carries 0.454; number 7, H, carries 0.501; number 8, O, carries -0.981; number 9, H, carries 0.509; number 10, H, carries 0.452; number 11, O, carries -0.977; number 12, H, carries 0.453; number 13, H, carries 0.510; number 14, O, carries -0.975; number 15, H, carries 0.464; number 16, H, carries 0.494; number 17, O, carries -0.982; number 18, H, carries 0.501; number 19, H, carries 0.456

=====

# 2
Here is 8 unconnected molecules or ions with the total composition FH14O7 from the Open Molecules 2025 dataset. Energies are from the ωB97M-V functional and the def2-TZVPD basis.

Values from the calculation:
Orbital gap ... 0.3910 hartree
Total charge ... -1
Energy ... -635.052829 a.u.
Lowest unoccupied orbital energy ... 3.58 eV
M ... 145.103 g/mol

Structure (XYZ):
```
22
FH14O7 | the Open Molecules 2025 dataset | the ωB97M-V functional and the def2-TZVPD basis
F 0.115 -0.161 0.259
O 2.416 -0.376 -1.176
H 1.586 -0.256 -0.680
H 2.940 0.461 -1.307
O 2.293 0.330 1.787
H 1.481 0.146 1.212
H 2.923 0.383 1.101
O -1.156 -1.278 -2.490
H -1.551 -0.738 -1.785
H -0.265 -1.471 -2.191
O -2.058 0.674 -0.926
H -1.760 1.296 -1.602
H -1.340 0.524 -0.274
O 0.690 2.332 -0.112
H 0.483 1.448 0.156
H 0.961 2.791 0.658
O -1.499 -2.134 0.492
H -0.827 -1.515 0.207
H -1.181 -2.944 0.112
O -1.411 0.537 2.305
H -0.805 0.068 1.704
H -2.035 -0.116 2.553
```

Just the natural (NBO) charges please, in e? Sure, here they are: number 1, F, carries -0.834; number 2, O, carries -1.001; number 3, H, carries 0.507; number 4, H, carries 0.471; number 5, O, carries -0.978; number 6, H, carries 0.490; number 7, H, carries 0.454; number 8, O, carries -0.993; number 9, H, carries 0.496; number 10, H, carries 0.459; number 11, O, carries -0.976; number 12, H, carries 0.474; number 13, H, carries 0.510; number 14, O, carries -0.981; number 15, H, carries 0.488; number 16, H, carries 0.462; number 17, O, carries -0.972; number 18, H, carries 0.491; number 19, H, carries 0.453; number 20, O, carries -0.974; number 21, H, carries 0.493; number 22, H, carries 0.459

=====

# 3
Here is a molecular structure, FH2IP2 from the Open Molecules 2025 dataset. Energies are from the ωB97M-V functional and the def2-TZVPD basis.

Values from the calculation:
Orbital gap ... 0.2935 hartree
Energy ... -1081.435173 a.u.
Lowest unoccupied orbital energy ... -1.10 eV
M ... 209.866 g/mol

Structure (XYZ):
```
6
FH2IP2 | the Open Molecules 2025 dataset | the ωB97M-V functional and the def2-TZVPD basis
F -3.048 -3.067 0.032
P -3.461 -1.634 0.577
P -3.265 -0.518 -1.117
I -3.833 1.569 -0.051
H -1.834 0.259 0.982
H -1.332 0.028 1.571
```

Just the natural (NBO) charges please, in e? Sure, here they are: number 1, F, carries -0.590; number 2, P, carries 0.739; number 3, P, carries -0.052; number 4, I, carries -0.063; number 5, H, carries -0.046; number 6, H, carries 0.012

=====

# 4
Here is a molecular structure, FH2NO3S from the Open Molecules 2025 dataset. Energies are from the ωB97M-V functional and the def2-TZVPD basis.

Values from the calculation:
Orbital gap (spin up / spin down) ... 0.3133 / 0.3118 hartree
Energy ... -779.588179 a.u.
Lowest unoccupied orbital energy (spin up / spin down) ... -1.58 / -2.06 eV
M ... 115.085 g/mol

Structure (XYZ):
```
8
FH2NO3S | the Open Molecules 2025 dataset | the ωB97M-V functional and the def2-TZVPD basis
N 0.154 -0.620 0.410
O -0.708 0.298 -3.244
O 0.972 1.298 -1.661
O 0.140 -1.386 -0.679
F 1.504 -0.771 -2.978
S 0.332 0.184 -2.278
H 0.948 0.022 0.468
H -0.728 -0.141 0.599
```

Just the natural (NBO) charges please, in e? Sure, here they are: number 1, N, carries -0.372; number 2, O, carries -0.835; number 3, O, carries -0.863; number 4, O, carries -0.341; number 5, F, carries -0.490; number 6, S, carries 2.189; number 7, H, carries 0.363; number 8, H, carries 0.348

=====

# 5
Here is a molecular structure, FH2NS from the Open Molecules 2025 dataset. Energies are from the ωB97M-V functional and the def2-TZVPD basis.

Values from the calculation:
Orbital gap ... 0.3535 hartree
Energy ... -553.844458 a.u.
Lowest unoccupied orbital energy ... 0.09 eV
M ... 67.088 g/mol

Structure (XYZ):
```
5
FH2NS | the Open Molecules 2025 dataset | the ωB97M-V functional and the def2-TZVPD basis
N -0.292 0.290 0.055
F -0.971 -0.335 1.160
S 1.119 -0.426 -0.311
H -0.226 1.646 0.160
H 0.371 -1.175 -1.065
```

Just the natural (NBO) charges please, in e? Sure, here they are: number 1, N, carries -0.467; number 2, F, carries -0.278; number 3, S, carries 0.261; number 4, H, carries 0.378; number 5, H, carries 0.106

=====

# 6
Here is a molecular structure, FH2NS from the Open Molecules 2025 dataset. Energies are from the ωB97M-V functional and the def2-TZVPD basis.

Values from the calculation:
Orbital gap (spin up / spin down) ... 0.3135 / 0.3080 hartree
Energy ... -553.836918 a.u.
Lowest unoccupied orbital energy (spin up / spin down) ... -1.32 / -1.43 eV
M ... 67.088 g/mol

Structure (XYZ):
```
5
FH2NS | the Open Molecules 2025 dataset | the ωB97M-V functional and the def2-TZVPD basis
N 1.029 -0.381 0.033
F 1.729 0.683 0.102
S -1.183 0.341 0.221
H 0.751 -0.791 0.924
H -1.584 0.253 -1.055
```

Just the natural (NBO) charges please, in e? Sure, here they are: number 1, N, carries -0.111; number 2, F, carries -0.179; number 3, S, carries -0.169; number 4, H, carries 0.330; number 5, H, carries 0.130